Entry 1:
40
Properties=species:S:1:pos:R:3:mulliken_charge:R:1 method="wB97M-V/def2-TZVPD" lumo_ev=0.5 charge=0 e_above_lowest_kcal_mol=40.24 smiles="CNC(=O)c1cc(S(=O)(=O)Nc2ccc3c(c2)OCO3)ccc1C"
C 2.92739 -3.53465 3.55441 -0.913
N 1.79700 -2.81758 3.01775 -0.226
C 1.79481 -1.47568 2.86354 0.193
O 2.73250 -0.76783 3.17095 -0.651
C 0.52598 -0.95108 2.25462 0.510
C 0.03899 -1.55044 1.09950 -0.739
C -1.11106 -1.07325 0.50622 -0.076
S -1.63590 -1.83681 -1.02116 1.131
O -2.99329 -1.48807 -1.29762 -0.657
O -1.25752 -3.21889 -1.02120 -0.694
N -0.62311 -1.11298 -2.15449 -0.293
C -0.44655 0.27225 -2.15664 0.295
C -1.55796 1.09973 -2.05480 -0.360
C -1.43038 2.48553 -2.04086 -1.105
C -0.16365 3.00586 -2.14397 0.932
C 0.95295 2.17687 -2.26022 0.646
C 0.84361 0.80913 -2.26021 -1.129
O 2.08228 2.94163 -2.35211 -0.490
C 1.64639 4.28425 -2.28942 -0.263
O 0.24204 4.31691 -2.15798 -0.482
C -1.79579 0.00022 1.03743 -0.363
C -1.30271 0.60791 2.17901 -0.943
C -0.14158 0.15518 2.79787 1.102
C 0.36232 0.81933 4.03775 -1.576
H 2.65021 -4.06744 4.46558 0.301
H 3.31284 -4.24959 2.82539 0.300
H 3.69856 -2.80110 3.78416 0.327
H 0.98361 -3.34963 2.75185 0.245
H 0.54286 -2.38988 0.64395 0.561
H 0.22200 -1.64924 -2.27728 0.314
H -2.53185 0.64398 -1.99537 0.739
H -2.29138 3.12679 -1.96120 0.454
H 1.71318 0.17872 -2.34594 0.389
H 2.11080 4.78057 -1.42226 0.245
H 1.94376 4.81054 -3.21066 0.245
H -2.70140 0.33697 0.56083 0.552
H -1.82759 1.45233 2.60017 0.383
H -0.16414 1.75202 4.21953 0.406
H 1.42866 1.01277 3.95049 0.361
H 0.21953 0.16497 4.89760 0.327

Entry 2:
56
Properties=species:S:1:pos:R:3:mulliken_charge:R:1 method="wB97M-V/def2-TZVPD" lumo_ev=-2.3 charge=+1 e_above_lowest_kcal_mol=9.71
Cd -0.45557 -1.02303 0.99229 2.697
O -3.04937 -4.35496 2.60280 -0.463
C -2.42061 -3.34148 2.03195 0.500
O -1.30259 -2.98143 2.32655 -0.570
C -3.25610 -2.66560 0.96013 -0.479
O -2.41417 -2.04008 0.01757 -0.518
C -1.81660 -2.97236 -0.93307 -0.313
C -0.38994 -2.49738 -1.30700 0.343
O -0.14214 -2.24902 -2.47270 -0.606
O 0.41307 -2.41393 -0.29356 -0.857
H -2.49732 -4.75484 3.29232 0.422
H -3.83659 -1.88402 1.44874 0.293
H -3.93882 -3.37477 0.49531 0.427
H -2.44264 -3.03093 -1.81795 0.329
H -1.71794 -3.95762 -0.47072 0.427
O -2.10797 -0.20434 2.78465 -0.493
C -1.30066 -0.09022 3.97958 -0.662
C -0.65828 1.28247 4.10706 -0.703
C 0.16561 1.70188 2.87527 -0.531
C 1.42052 0.89091 2.71840 0.708
C 2.62818 1.32611 3.24277 -0.718
C 3.76354 0.54888 3.08618 -0.367
C 3.67045 -0.64724 2.39089 -0.722
C 2.44281 -1.02476 1.89521 -0.437
N 1.33785 -0.27790 2.06140 0.148
H -2.70612 0.55184 2.77111 0.282
H -0.55124 -0.87622 3.90473 0.278
H -1.91305 -0.29706 4.85639 0.361
H -0.01980 1.27938 4.99307 0.400
H -1.44479 2.02597 4.26701 0.351
H 0.43578 2.75113 2.97894 0.562
H -0.43485 1.60189 1.97003 -0.278
H 2.67282 2.27313 3.76529 0.471
H 4.71018 0.87410 3.49804 0.431
H 4.53781 -1.27016 2.22476 0.447
H 2.31694 -1.94226 1.33374 0.504
C 2.86920 2.19782 -5.82243 -1.489
C 1.89178 1.70275 -4.78918 0.947
C 0.84701 0.85189 -5.14135 -0.719
C -0.10773 0.47158 -4.20944 -0.546
C -0.01085 0.95838 -2.91666 0.493
C 1.04536 1.76284 -2.52264 -0.510
C 1.99338 2.12667 -3.46288 -0.661
S -1.35240 0.60035 -1.81327 0.349
C -2.19762 2.17697 -1.96555 -1.101
O -0.77673 0.66891 -0.39091 -1.152
H 2.76536 1.65275 -6.75959 0.363
H 3.89916 2.09815 -5.47718 0.361
H 2.68830 3.25492 -6.02536 0.317
H 0.77694 0.48480 -6.15800 0.317
H -0.90139 -0.21990 -4.47344 0.398
H 1.12458 2.09424 -1.49344 0.424
H 2.82377 2.75680 -3.16647 0.384
H -1.50688 2.95783 -1.65099 0.356
H -3.08346 2.15608 -1.33022 0.399
H -2.48618 2.31005 -3.00819 0.408

Entry 3:
67
Properties=species:S:1:pos:R:3:mulliken_charge:R:1 method="wB97M-V/def2-TZVPD" lumo_ev=1.9 charge=-1 e_above_lowest_kcal_mol=28.00
Pb -0.56671 1.73444 0.27489 0.905
O 1.61277 6.08807 4.59886 -0.552
C 1.05846 5.17368 3.78095 1.130
C 0.87930 3.83647 4.16669 -0.919
C 0.44904 2.99495 3.15025 0.402
N -0.05187 3.45096 1.99955 -0.113
C 0.04801 4.70757 1.67077 0.361
C 0.66681 5.63085 2.51166 -0.441
C -0.45065 5.11107 0.27803 -0.007
O -0.09737 6.22475 -0.08768 -0.711
O -1.09017 4.18126 -0.35797 -0.700
C 0.28653 1.53087 3.43912 0.221
O 0.40615 1.08577 4.60402 -0.766
O -0.08508 0.77980 2.43916 -0.432
H 2.21819 5.62898 5.23013 0.318
H 1.25614 3.40661 5.10706 0.340
H 0.88672 6.66282 2.19976 0.467
S -0.92675 1.74809 -2.95585 -0.213
As 0.79625 3.49038 -2.36853 0.309
S 1.90538 2.60674 -0.68961 -0.335
S 0.41837 0.93646 -4.11934 -0.125
S 1.83603 2.47996 -4.25362 -0.333
N 0.74421 -0.53623 -0.67381 -0.088
S 1.94496 -1.22995 0.12804 0.288
C 3.49488 -0.94069 -0.71284 0.243
C 4.17886 0.17871 -0.21880 -0.636
C 5.26320 0.75362 -0.88970 -0.489
C 5.64297 0.28848 -2.11792 -0.574
C 4.88448 -0.79273 -2.63100 -0.626
C 3.93957 -1.51195 -1.85989 -0.201
C 1.63130 -2.93904 -0.15204 0.240
C 1.57916 -3.55174 -1.39061 -0.297
C 1.36934 -4.93451 -1.41537 -0.687
C 1.33090 -5.68209 -0.19905 -0.502
C 1.26471 -4.98991 1.03818 -0.678
C 1.45375 -3.63300 1.00766 -0.168
H 1.24602 -0.16596 -1.49344 -0.026
H 3.76261 0.78293 0.60688 0.527
H 5.85193 1.59606 -0.46602 0.313
H 6.44833 0.74672 -2.64331 0.438
H 5.10685 -1.11612 -3.63020 0.388
H 3.66726 -2.50157 -2.22364 0.565
H 1.53114 -3.00688 -2.34387 0.558
H 1.25557 -5.38266 -2.39670 0.393
H 1.24672 -6.78115 -0.29491 0.324
H 1.09112 -5.51330 1.93328 0.484
H 1.48504 -3.03529 1.93693 0.343
C -4.15543 0.18436 -1.03308 -0.512
C -5.34174 -0.77615 -1.32460 -0.596
N -5.10899 -2.11312 -0.82629 -0.196
C -4.95317 -2.05569 0.57523 -0.736
C -3.98999 -0.94495 1.02691 -0.721
N -3.20752 -0.44206 -0.08493 0.229
C -2.63312 -1.55260 -0.83410 -0.162
C -3.74183 -2.51979 -1.23663 -0.857
H -4.47924 1.20389 -0.66411 0.342
H -3.59614 0.50478 -1.88747 0.207
H -5.56476 -0.89547 -2.40671 0.349
H -6.24269 -0.39587 -0.80616 0.251
H -4.60191 -3.02218 0.92402 0.321
H -5.96773 -1.97504 0.94841 0.401
H -3.39658 -1.25448 1.88503 0.430
H -4.55911 -0.04759 1.33491 0.323
H -1.90734 -2.07789 -0.20863 0.115
H -2.10584 -1.22069 -1.74796 0.219
H -3.56923 -3.51957 -0.79308 0.379
H -3.74807 -2.67220 -2.35692 0.273